ORCA calculation (ωB97M-V/def2-TZVPD) on a structure of composition C39H48BrIN5NaO2 in a non-equilibrium geometry.

The geometry in ORCA input format:
```
! RIJCOSX wB97M-V def2-TZVPD def2/J DEFGRID3
* xyz 0 1
Na 0.652 -1.332 0.499
C 5.101 1.316 -0.235
C 3.758 1.814 0.264
C 2.761 2.135 -0.666
C 3.012 1.874 -2.139
C 1.553 2.697 -0.232
C 0.491 3.126 -1.227
C 1.343 2.922 1.132
C 0.059 3.562 1.618
C 2.328 2.578 2.066
C 2.071 2.882 3.529
C 3.527 1.993 1.634
C 4.568 1.532 2.637
H 5.082 0.252 -0.502
H 5.883 1.455 0.507
H 5.406 1.860 -1.129
H 2.086 1.662 -2.674
H 3.664 1.013 -2.283
H 3.488 2.731 -2.631
H -0.332 2.400 -1.286
H 0.899 3.249 -2.230
H 0.053 4.084 -0.942
H -0.756 3.439 0.904
H 0.190 4.638 1.791
H -0.265 3.120 2.560
H 1.334 2.193 3.961
H 1.664 3.889 3.642
H 2.977 2.834 4.129
H 4.117 1.291 3.598
H 5.341 2.286 2.816
H 5.073 0.629 2.289
C 3.243 -2.355 2.097
C 2.324 -1.413 2.914
N 0.908 -1.691 2.709
C 0.386 -2.947 3.244
C -0.642 -3.570 2.273
N -0.238 -3.467 0.861
C 0.719 -4.472 0.392
C 2.148 -4.260 0.909
N 2.632 -2.862 0.847
H 3.567 -3.195 2.720
H 4.148 -1.797 1.844
H 2.487 -0.380 2.588
H 2.630 -1.479 3.968
H 0.360 -0.904 3.056
H -0.104 -2.810 4.212
H 1.209 -3.643 3.418
H -1.582 -3.026 2.372
H -0.832 -4.610 2.568
H -1.070 -3.531 0.286
H 0.726 -4.424 -0.698
H 0.421 -5.491 0.671
H 2.802 -4.918 0.333
H 2.211 -4.606 1.941
H 3.314 -2.791 0.107
O -1.217 0.613 3.355
C -1.532 0.572 2.169
N -2.787 0.911 1.681
C -2.939 0.434 0.312
C -1.473 -0.006 0.044
O -1.061 -0.480 -1.031
N -0.720 0.168 1.130
C -3.361 1.538 -0.666
C -3.337 1.299 -2.042
C -3.743 2.285 -2.930
C -4.181 3.520 -2.462
C -4.207 3.760 -1.096
C -3.798 2.773 -0.203
C -3.915 -0.751 0.240
C -5.201 -0.596 0.756
C -6.105 -1.647 0.739
C -5.740 -2.872 0.189
C -4.473 -3.027 -0.350
C -3.564 -1.972 -0.328
H -3.559 0.914 2.326
H -2.993 0.339 -2.406
H -3.727 2.085 -3.996
H -4.500 4.288 -3.157
H -4.543 4.720 -0.721
H -3.794 2.976 0.861
H -5.509 0.365 1.161
H -7.099 -1.508 1.148
H -6.446 -3.694 0.174
H -4.189 -3.972 -0.801
H -2.584 -2.082 -0.779
Br 2.086 -3.052 -5.766
C 1.014 -1.557 -5.332
C 0.324 -0.945 -6.371
C -0.477 0.160 -6.119
C -0.597 0.651 -4.828
C 0.087 0.042 -3.787
C 0.897 -1.061 -4.036
I 1.911 -1.869 -2.404
H 0.420 -1.339 -7.375
H -1.006 0.631 -6.940
H -1.223 1.512 -4.619
H -0.030 0.395 -2.770
*
```

Properties
Relative energy (zero: lowest compared OMol25 entry of this formula, charge and spin) (kcal/mol): 5.2
Molar mass (g/mol): 848.64
HOMO (hartree): -0.2939

Atom charges from the Mulliken analysis, given in e for atoms 1 to 5: number 1, Na, carries 0.57; number 2, C, carries -2.44; number 3, C, carries 0.81; number 4, C, carries 1.54; number 5, C, carries -2.01